[1]
{
  "formula": "C6H10O",
  "method": "wB97M-V/def2-TZVPD",
  "spin_multiplicity": 1,
  "total_energy_ha": -309.76069,
  "homo_lumo_gap_ev": 9.782,
  "smiles": "C=C[C@]1(O)C[C@H]1C",
  "e_above_lowest_kcal_mol": 51.3,
  "molar_mass_g_mol": 98.1,
  "species": ["O", "C", "C", "C", "C", "C", "C", "H", "H", "H", "H", "H", "H", "H", "H", "H", "H"],
  "coordinates": [[0.198, -1.877, 0.163], [0.729, 0.530, -0.109], [-0.268, -0.555, 0.206], [-1.627, -0.304, -0.240], [2.062, 0.213, -0.753], [0.464, 0.217, 1.287], [-2.374, 0.790, -0.291], [1.912, 0.508, -1.724], [-2.261, 1.664, 0.360], [-3.142, 0.759, -0.970], [-0.246, -2.376, 0.859], [0.306, 1.386, -0.636], [2.203, -0.871, -0.753], [1.274, -0.292, 1.867], [-1.867, -1.180, -0.987], [-0.181, 0.795, 1.888], [2.819, 0.593, -0.167]]
}

=====

[2]
{
  "formula": "C4H12NS",
  "method": "wB97M-V/def2-TZVPD",
  "spin_multiplicity": 2,
  "total_energy_ha": -612.36853,
  "homo_lumo_gap_ev": [3.697, 7.778],
  "e_above_lowest_kcal_mol": 62.8,
  "molar_mass_g_mol": 106.2,
  "species": ["S", "N", "C", "C", "C", "C", "H", "H", "H", "H", "H", "H", "H", "H", "H", "H", "H", "H"],
  "coordinates": [[0.129, 1.234, 0.384], [-0.913, -1.364, -0.584], [0.986, -1.155, -2.134], [-1.171, 1.508, 1.609], [1.263, 0.310, 1.458], [-0.160, -1.856, -1.706], [1.442, -0.402, -1.507], [-1.859, 0.670, 1.645], [-0.679, 1.607, 2.566], [-0.873, -1.963, 0.245], [-1.918, -1.220, -0.751], [-0.597, -0.383, -0.198], [2.067, -0.069, 0.848], [-0.588, -2.708, -2.212], [1.680, 1.003, 2.191], [-1.734, 2.404, 1.377], [1.573, -1.510, -2.961], [0.716, -0.515, 1.913]]
}

=====

[3]
{
  "formula": "C5H13NO2",
  "method": "wB97M-V/def2-TZVPD",
  "spin_multiplicity": 1,
  "total_energy_ha": -403.51954,
  "homo_lumo_gap_ev": 10.145,
  "smiles": "OC[C@@H]1CCCN1.O",
  "e_above_lowest_kcal_mol": 35.8,
  "molar_mass_g_mol": 119.2,
  "species": ["O", "O", "N", "C", "C", "C", "C", "C", "H", "H", "H", "H", "H", "H", "H", "H", "H", "H", "H", "H", "H"],
  "coordinates": [[-1.154, 1.240, -2.279], [-0.029, -3.025, -0.213], [-0.673, -0.114, 1.132], [-0.882, 0.159, -1.348], [-0.504, 0.823, -0.011], [1.667, 0.300, 0.982], [1.000, 1.201, -0.064], [0.552, -0.053, 1.950], [1.348, 0.944, -1.066], [0.453, 0.710, 2.728], [-1.843, -0.338, -1.224], [0.733, -1.016, 2.421], [2.617, 0.623, 1.388], [-1.434, 0.200, 1.710], [1.252, 2.249, 0.097], [-0.315, 1.565, -2.633], [-0.821, -2.516, -0.034], [-1.116, 1.714, 0.071], [0.745, -2.543, 0.078], [-0.128, -0.466, -1.819], [1.866, -0.638, 0.455]]
}

=====

[4]
{
  "formula": "C37H32LuN9O5",
  "method": "wB97M-V/def2-TZVPD",
  "spin_multiplicity": 1,
  "total_energy_ha": -3532.89781,
  "homo_lumo_gap_ev": [3.227, 3.416],
  "e_above_lowest_kcal_mol": 110.9,
  "molar_mass_g_mol": 857.7,
  "species": ["Lu", "O", "O", "O", "O", "O", "N", "N", "N", "N", "N", "N", "N", "N", "N", "C", "C", "C", "C", "C", "C", "C", "C", "C", "C", "C", "C", "C", "C", "C", "C", "C", "C", "C", "C", "C", "C", "C", "C", "C", "C", "C", "C", "C", "C", "C", "C", "C", "C", "C", "C", "C", "H", "H", "H", "H", "H", "H", "H", "H", "H", "H", "H", "H", "H", "H", "H", "H", "H", "H", "H", "H", "H", "H", "H", "H", "H", "H", "H", "H", "H", "H", "H", "H"],
  "coordinates": [[0.156, 0.226, -0.789], [4.745, 0.600, -5.598], [2.078, -4.755, 5.917], [-1.607, 0.373, -2.057], [7.209, -1.710, -3.059], [1.211, 4.196, 0.391], [1.575, -1.910, -0.129], [1.533, -4.185, -1.840], [-1.212, 1.926, 0.014], [5.281, -0.654, -3.733], [0.399, -2.670, 2.800], [-1.194, -2.729, 7.340], [0.441, -6.365, 5.624], [-0.342, 1.776, 1.037], [1.458, 1.401, -2.113], [2.474, 1.871, -4.570], [-0.443, 2.904, 3.248], [0.492, -2.836, 4.054], [-1.048, -5.208, -1.848], [1.238, -5.208, -2.659], [-4.628, 4.251, 1.013], [6.514, -1.224, -4.215], [-0.639, -4.666, -0.678], [3.300, 1.143, -3.656], [-5.875, 3.560, 1.128], [-2.545, 1.504, -0.208], [0.782, -3.162, 0.502], [0.067, 4.037, 1.060], [-3.698, 2.281, 0.104], [-1.587, 4.945, 2.598], [-2.746, 0.731, -1.485], [4.581, 0.305, -4.401], [-0.024, -3.227, 1.749], [-1.167, -4.221, 1.699], [-0.317, -3.205, 6.556], [2.737, 1.006, -2.383], [-4.026, 0.078, -1.635], [-1.434, -5.013, 0.553], [0.693, -4.166, -0.705], [1.569, 5.551, 0.159], [-0.050, 2.799, 1.835], [-0.754, 4.978, 1.545], [-3.514, 3.521, 0.667], [0.208, -3.696, 5.492], [-1.458, 3.841, 3.497], [-5.068, 1.729, -0.047], [-0.100, -5.710, -2.690], [0.922, -4.957, 5.582], [1.239, 2.509, -4.073], [0.767, 2.241, -2.826], [-5.152, 0.575, -0.899], [-6.085, 2.395, 0.475], [-2.535, 3.874, 0.943], [-7.123, 2.014, 0.461], [2.506, -2.143, -0.453], [2.597, 5.801, 0.202], [4.939, -1.030, -2.853], [-2.280, 3.871, 4.235], [2.058, -1.095, 0.452], [2.651, 1.835, -5.631], [-0.809, 5.983, 1.004], [1.063, -2.134, 4.532], [6.292, -2.071, -4.925], [-1.511, -4.331, 2.717], [7.040, -0.469, -4.853], [-0.091, 2.819, -2.488], [7.823, -2.396, -3.338], [0.625, 3.091, -4.706], [-2.401, -5.401, 0.197], [1.179, 5.667, -0.954], [-6.167, 0.231, -1.146], [1.038, 5.387, -2.163], [0.859, -6.483, 6.644], [-0.150, 2.093, 3.895], [3.253, 0.600, -1.470], [-0.460, -6.537, -3.325], [-4.579, 5.248, 1.379], [-6.689, 4.024, 1.684], [-2.120, -5.185, -2.099], [-2.345, 5.675, 2.717], [-4.170, -0.629, -2.476], [-0.535, -6.680, 5.830], [2.123, -5.635, -3.113], [0.960, 6.232, 0.757]]
}

=====

[5]
{
  "formula": "C4H4F2S2",
  "method": "wB97M-V/def2-TZVPD",
  "spin_multiplicity": 1,
  "total_energy_ha": -1150.79061,
  "homo_lumo_gap_ev": 8.266,
  "e_above_lowest_kcal_mol": 66.2,
  "molar_mass_g_mol": 154.2,
  "species": ["S", "S", "F", "F", "C", "C", "C", "C", "H", "H", "H", "H"],
  "coordinates": [[0.977, -1.539, -0.724], [3.335, 0.221, 0.167], [0.316, 1.821, -1.410], [0.269, 1.533, 0.562], [0.570, 0.818, -0.456], [-1.268, -0.549, 0.748], [1.861, -0.135, -0.451], [-0.485, -0.359, -0.716], [-2.093, -1.328, 0.795], [-0.513, -0.930, 1.757], [-1.229, -0.114, -1.622], [-1.742, 0.561, 1.351]]
}

=====

[6]
{
  "formula": "C28H21BrF6N7O6S2Sn",
  "method": "wB97M-V/def2-TZVPD",
  "spin_multiplicity": 1,
  "total_energy_ha": -6098.34342,
  "homo_lumo_gap_ev": 7.349,
  "e_above_lowest_kcal_mol": 27.4,
  "molar_mass_g_mol": 928.3,
  "total_charge": -1,
  "species": ["Sn", "Br", "S", "S", "F", "F", "F", "F", "F", "F", "O", "O", "O", "O", "O", "O", "N", "N", "N", "N", "N", "N", "N", "C", "C", "C", "C", "C", "C", "C", "C", "C", "C", "C", "C", "C", "C", "C", "C", "C", "C", "C", "C", "C", "C", "C", "C", "C", "C", "C", "C", "H", "H", "H", "H", "H", "H", "H", "H", "H", "H", "H", "H", "H", "H", "H", "H", "H", "H", "H", "H", "H"],
  "coordinates": [[0.433, -0.001, -0.475], [-3.156, -0.593, 4.103], [-3.334, -1.673, -0.723], [-3.304, 1.088, -0.534], [-4.364, -3.767, -1.932], [-3.323, 2.866, -2.472], [-5.814, -2.539, -0.890], [-4.964, -1.864, -2.773], [-4.375, 1.032, -2.941], [-2.212, 1.095, -3.014], [-1.898, 1.078, -0.138], [-3.155, -2.444, 0.464], [0.376, -2.102, 0.173], [-2.268, -1.574, -1.689], [0.663, -4.298, 0.448], [-4.105, 2.126, 0.030], [3.031, -1.594, 0.888], [-4.061, -0.285, -0.453], [-1.456, -4.327, 3.990], [2.927, -0.721, -0.128], [0.624, 2.455, -0.902], [1.392, 0.813, 1.509], [0.326, 3.188, 0.186], [-0.745, -4.284, 2.863], [3.012, 3.595, 3.363], [-1.390, -2.042, 2.396], [2.407, 4.728, 2.826], [-1.127, 3.808, -1.341], [-2.149, -3.241, 4.327], [2.144, -3.383, 5.383], [2.388, -1.383, 2.147], [1.971, -2.276, 4.376], [-0.668, -3.169, 2.038], [2.720, 6.117, 3.327], [1.080, -0.146, 3.718], [-4.703, -2.515, -1.634], [-0.257, 2.821, -1.826], [1.211, 3.250, 1.305], [4.127, -2.504, -0.792], [3.577, -1.267, -1.147], [1.537, 4.520, 1.771], [-2.142, -2.095, 3.551], [1.246, -1.126, 4.671], [-0.722, 4.011, -0.044], [2.514, -2.385, 3.110], [3.747, -2.681, 0.514], [1.642, -0.223, 2.433], [1.741, 2.083, 1.896], [0.190, -3.222, 0.785], [2.705, 2.331, 2.907], [-3.284, 1.530, -2.355], [3.039, -3.300, 2.869], [3.635, -0.733, -2.084], [3.124, 6.079, 4.339], [-1.954, 4.274, -1.847], [3.457, 6.614, 2.691], [3.939, -3.514, 1.164], [-0.220, 2.368, -2.804], [3.196, -3.663, 5.478], [-1.120, 4.650, 0.725], [1.586, -4.274, 5.086], [0.784, -1.012, 5.645], [3.749, 3.708, 4.151], [-2.729, -3.290, 5.242], [4.689, -3.188, -1.404], [3.220, 1.485, 3.338], [-1.361, -1.153, 1.784], [1.824, 6.740, 3.341], [1.101, 5.380, 1.274], [-0.195, -5.179, 2.597], [0.490, 0.732, 3.947], [1.785, -3.070, 6.364]]
}